Here is one molecule with the formula C15H22O4S in a non-equilibrium geometry from the OMol25 dataset. Energies are from ωB97M-V/def2-TZVPD.

Summary:
- Charge: 0
- ΔE to the lowest compared entry with this formula, charge and spin: 1.5 kJ/mol
- HOMO: -8.8 eV
- Electronic energy: -1283.8925 Eh
- Frontier orbital gap: 9.19 eV

Each line ends with the natural charge from an NBO analysis.
Element x y z (Å)
C (2.043, 4.265, 0.820)  -0.602
C (2.790, 3.365, -0.156)  -0.382
C (2.563, 1.888, 0.169)  -0.440
C (3.265, 0.980, -0.821)  -0.575
H (2.893, 1.097, -1.838)  0.220
H (4.341, 1.158, -0.824)  0.227
S (3.079, -0.802, -0.347)  1.241
O (3.804, -1.551, -1.375)  -0.985
C (1.273, -0.969, -0.785)  -0.632
C (0.473, -1.203, 0.488)  0.058
C (0.739, -2.595, 1.060)  -0.080
O (0.486, -3.560, 0.073)  -0.541
C (0.829, -4.860, 0.478)  -0.243
H (1.898, -4.932, 0.711)  0.171
H (0.595, -5.516, -0.358)  0.198
H (0.252, -5.169, 1.358)  0.164
H (0.093, -2.763, 1.936)  0.181
H (1.791, -2.642, 1.384)  0.180
H (0.744, -0.447, 1.239)  0.209
O (-0.928, -1.096, 0.236)  -0.502
C (-1.438, 0.139, 0.159)  0.776
O (-0.774, 1.141, 0.301)  -0.617
C (-2.893, 0.137, -0.109)  -0.111
C (-3.587, -1.045, -0.357)  -0.176
C (-4.946, -1.001, -0.606)  -0.222
C (-5.616, 0.213, -0.609)  -0.183
C (-4.928, 1.390, -0.363)  -0.222
C (-3.569, 1.355, -0.115)  -0.171
H (-3.011, 2.258, 0.078)  0.233
H (-5.452, 2.334, -0.367)  0.217
H (-6.678, 0.241, -0.804)  0.215
H (-5.487, -1.915, -0.801)  0.217
H (-3.055, -1.983, -0.356)  0.232
H (0.927, -0.073, -1.296)  0.237
H (1.192, -1.833, -1.443)  0.265
H (2.940, 1.679, 1.173)  0.199
H (1.488, 1.700, 0.168)  0.233
H (3.859, 3.589, -0.122)  0.194
H (2.441, 3.566, -1.172)  0.196
H (2.179, 5.311, 0.559)  0.208
H (2.407, 4.112, 1.834)  0.200
H (0.980, 4.037, 0.800)  0.209

***

Here is one molecule with the formula C10H23O3P from the OMol25 dataset. Energies are from ωB97M-V/def2-TZVPD.

Summary:
- Charge: 0
- ΔE to the lowest compared entry with this formula, charge and spin: 46.7 kJ/mol
- HOMO: -9.0 eV
- Electronic energy: -961.8706 Eh
- Frontier orbital gap: 9.87 eV

Each line ends with the natural charge from an NBO analysis.
Element x y z (Å)
C (-4.314, 0.982, 1.077)  -0.637
C (-3.345, 2.065, 0.599)  -0.067
O (-3.459, 2.256, -0.802)  -0.538
C (-2.234, 2.438, -1.474)  -0.075
C (-1.422, 1.150, -1.519)  -0.097
O (-0.507, 1.245, -2.606)  -0.806
P (0.764, 0.246, -2.706)  1.212
O (1.543, 0.648, -1.308)  -0.843
C (2.774, -0.057, -1.079)  -0.059
C (2.784, -0.860, 0.217)  -0.234
C (2.834, 0.096, 1.421)  -0.624
C (1.635, -1.900, 0.289)  -0.219
C (2.111, -3.235, 0.919)  -0.608
C (0.375, -1.382, 0.997)  -0.615
H (-5.189, 1.408, 1.567)  0.211
H (-4.646, 0.408, 0.210)  0.225
H (-3.823, 0.291, 1.764)  0.210
H (-3.561, 3.016, 1.098)  0.171
H (-2.317, 1.797, 0.865)  0.162
H (-1.652, 3.250, -1.021)  0.166
H (-2.473, 2.739, -2.496)  0.200
H (-0.871, 0.993, -0.588)  0.181
H (-2.100, 0.301, -1.661)  0.182
H (0.092, -0.923, -2.207)  -0.157
H (3.008, -0.701, -1.936)  0.176
H (3.557, 0.707, -1.019)  0.187
H (3.724, -1.420, 0.172)  0.205
H (2.317, 1.033, 1.195)  0.215
H (2.371, -0.323, 2.314)  0.212
H (3.866, 0.349, 1.679)  0.213
H (1.351, -2.126, -0.746)  0.199
H (1.455, -3.538, 1.740)  0.206
H (2.101, -4.045, 0.189)  0.213
H (3.119, -3.148, 1.329)  0.205
H (-0.518, -1.870, 0.593)  0.214
H (0.403, -1.586, 2.069)  0.202
H (0.247, -0.307, 0.866)  0.212

***

Here is C38H63BI2N9O4STl as an isolated structure from the OMol25 dataset. Energies are from ωB97M-V/def2-TZVPD.

Summary:
- Charge: -2
- ΔE to the lowest compared entry with this formula, charge and spin: 0.0 kJ/mol
- HOMO: -2.8 eV
- Electronic energy: -3470.6717 Eh
- Frontier orbital gap: 6.62 eV

Each line ends with the Mulliken charge.
Element x y z (Å)
Tl (-0.476, 0.430, 0.061)  0.158
C (3.405, -0.734, -4.944)  -1.689
C (3.277, -0.012, -3.644)  0.757
C (4.226, 0.187, -2.665)  -1.106
C (3.537, 0.859, -1.630)  -0.199
N (2.272, 1.042, -1.962)  -0.045
N (2.119, 0.525, -3.204)  -0.121
B (0.760, 0.446, -3.907)  -0.330
N (0.025, -0.852, -3.442)  1.967
N (0.731, -1.822, -2.815)  -0.509
C (-0.008, -2.918, -2.858)  -0.257
C (-1.218, -2.671, -3.540)  -1.108
C (-1.144, -1.341, -3.906)  0.356
C (-2.075, -0.546, -4.761)  -1.343
C (0.496, -4.221, -2.281)  2.501
C (1.959, -4.081, -1.863)  -1.566
C (0.381, -5.317, -3.349)  -1.964
C (-0.346, -4.622, -1.067)  -1.298
N (-0.072, 1.734, -3.714)  0.304
N (-0.428, 2.212, -2.495)  0.764
C (-0.944, 3.414, -2.688)  -0.864
C (-0.938, 3.732, -4.063)  -0.655
C (-0.367, 2.639, -4.677)  0.310
C (-0.085, 2.456, -6.134)  -1.665
C (-1.402, 4.268, -1.526)  2.849
C (-1.665, 5.696, -2.014)  -2.539
C (-2.692, 3.704, -0.920)  -1.028
C (-0.304, 4.309, -0.460)  -1.585
C (4.103, 1.356, -0.320)  2.970
C (3.026, 2.036, 0.520)  -1.353
C (5.226, 2.359, -0.616)  -2.088
C (4.680, 0.174, 0.468)  -1.665
H (4.417, -1.133, -5.036)  0.384
H (2.698, -1.564, -4.999)  0.249
H (3.210, -0.081, -5.797)  0.225
H (5.260, -0.121, -2.697)  0.448
H (0.951, 0.339, -5.098)  -0.177
H (-2.033, -3.350, -3.741)  0.461
H (-3.071, -0.987, -4.738)  0.419
H (-2.153, 0.485, -4.420)  0.133
H (-1.724, -0.535, -5.797)  0.158
H (2.605, -3.953, -2.734)  0.290
H (2.098, -3.199, -1.240)  -0.038
H (2.278, -4.973, -1.314)  0.436
H (0.944, -5.042, -4.243)  0.382
H (0.775, -6.264, -2.965)  0.451
H (-0.660, -5.475, -3.641)  0.320
H (-0.203, -3.915, -0.249)  0.010
H (-1.411, -4.625, -1.308)  0.255
H (-0.066, -5.621, -0.716)  0.456
H (-1.280, 4.633, -4.547)  0.513
H (-0.480, 3.315, -6.679)  0.407
H (0.985, 2.383, -6.332)  0.222
H (-0.549, 1.552, -6.531)  0.185
H (-2.488, 5.723, -2.734)  0.383
H (-1.941, 6.328, -1.166)  0.466
H (-0.779, 6.123, -2.489)  0.451
H (-3.455, 3.567, -1.692)  0.438
H (-2.527, 2.747, -0.423)  -0.314
H (-3.092, 4.385, -0.163)  0.443
H (0.623, 4.714, -0.873)  0.494
H (-0.616, 4.932, 0.383)  0.489
H (-0.083, 3.314, -0.074)  -0.165
H (2.549, 2.849, -0.029)  0.117
H (2.252, 1.331, 0.816)  -0.288
H (3.460, 2.439, 1.439)  0.506
H (4.837, 3.211, -1.177)  0.369
H (5.660, 2.729, 0.318)  0.469
H (6.022, 1.898, -1.208)  0.337
H (3.898, -0.555, 0.684)  0.052
H (5.475, -0.326, -0.093)  0.384
H (5.089, 0.517, 1.422)  0.437
I (-2.796, -2.113, 1.296)  0.062
C (-4.151, -1.652, -0.277)  -0.984
I (-3.763, 0.042, -1.486)  0.113
H (-5.102, -1.476, 0.206)  0.535
H (-4.162, -2.513, -0.933)  0.570
C (-3.560, -1.700, 7.616)  -1.485
C (-3.629, -0.895, 6.344)  1.059
C (-4.845, -0.402, 5.870)  -0.778
C (-4.907, 0.324, 4.692)  -1.046
C (-3.753, 0.562, 3.955)  -0.192
C (-2.541, 0.071, 4.410)  0.307
C (-2.483, -0.644, 5.600)  -0.763
S (-3.872, 1.508, 2.421)  1.070
O (-4.650, 0.640, 1.547)  -0.601
O (-4.563, 2.717, 2.852)  -0.818
N (-2.439, 1.709, 1.879)  0.265
C (-1.649, 2.691, 2.621)  -0.712
C (-0.227, 2.229, 2.983)  0.365
O (0.347, 2.832, 3.897)  -0.848
O (0.269, 1.262, 2.308)  -0.216
H (-4.442, -1.534, 8.236)  0.372
H (-2.678, -1.435, 8.203)  0.349
H (-3.501, -2.770, 7.402)  0.270
H (-5.752, -0.586, 6.439)  0.298
H (-5.849, 0.720, 4.332)  0.395
H (-1.646, 0.241, 3.823)  0.387
H (-1.525, -1.012, 5.954)  0.408
H (-2.115, 3.009, 3.558)  0.480
H (-1.530, 3.610, 2.031)  -0.053
C (1.941, -1.085, 4.964)  -1.809
C (1.654, -2.018, 3.791)  2.147
C (0.225, -2.568, 3.924)  -1.497
C (2.651, -3.176, 3.775)  -2.046
N (1.843, -1.199, 2.594)  0.119
N (1.333, -1.724, 1.383)  0.241
H (1.920, -1.632, 5.910)  0.458
H (1.207, -0.276, 5.004)  0.313
H (2.924, -0.625, 4.841)  0.364
H (0.064, -2.983, 4.923)  0.552
H (0.024, -3.371, 3.209)  0.378
H (-0.507, -1.771, 3.770)  -0.041
H (2.555, -3.788, 4.677)  0.438
H (3.669, -2.787, 3.713)  0.373
H (2.477, -3.822, 2.910)  0.335
H (1.418, -0.276, 2.721)  -0.027
H (0.530, -2.332, 1.517)  -0.287
H (2.053, -2.240, 0.894)  -0.030

***

Here is C10H16N4Si as an isolated structure in a non-equilibrium geometry from the OMol25 dataset. Energies are from ωB97M-V/def2-TZVPD.

Summary:
- Charge: 0
- Multiplicity: 3
- HOMO (spin up / spin down): -4.1 / -8.7 eV
- Electronic energy: -898.9525 Eh
- Frontier orbital gap (spin up / spin down): 4.76 / 5.47 eV

Each line ends with the natural charge from an NBO analysis.
Element x y z (Å)
C (-0.657, -2.100, 3.362)  0.114
C (1.917, 3.015, 0.587)  -0.109
C (-0.208, -2.055, 2.040)  0.013
C (0.808, 2.511, 0.085)  -0.117
C (-0.773, -0.082, 2.708)  0.319
C (2.487, 1.131, -0.053)  0.191
C (-2.212, 1.256, -1.771)  -0.602
C (1.290, -2.372, -1.770)  -0.635
C (-1.698, 0.788, -0.441)  -0.927
C (0.080, -1.544, -1.859)  -0.813
N (-0.927, -0.808, 3.744)  -0.512
N (2.972, 2.143, 0.516)  -0.451
N (-0.349, -0.783, 1.640)  -0.489
N (1.139, 1.243, -0.339)  -0.774
Si (-0.034, 0.007, -0.618)  1.426
H (-0.811, -2.780, 4.143)  0.217
H (2.106, 3.864, 1.083)  0.195
H (-0.149, -2.724, 1.231)  0.224
H (-0.117, 3.002, -0.096)  0.217
H (-0.898, 0.926, 2.674)  0.193
H (3.090, 0.284, -0.375)  0.191
H (-1.772, 2.118, -2.330)  0.214
H (-2.105, 0.348, -2.506)  0.194
H (-3.177, 1.546, -1.774)  0.201
H (2.046, -1.759, -2.254)  0.211
H (1.528, -2.660, -0.783)  0.206
H (1.340, -3.156, -2.616)  0.209
H (-2.418, 0.189, 0.077)  0.238
H (-1.641, 1.552, 0.277)  0.227
H (-0.795, -2.080, -1.708)  0.215
H (-0.061, -1.022, -2.876)  0.215

***

Here is a 3-piece molecular cluster, C5H19N3O2 overall in a non-equilibrium geometry from the OMol25 dataset. Energies are from ωB97M-V/def2-TZVPD.

Summary:
- Charge: 0
- ΔE to the lowest compared entry with this formula, charge and spin: 0.0 kJ/mol
- HOMO: -8.8 eV
- Electronic energy: -516.6209 Eh
- Frontier orbital gap: 9.31 eV

Each line ends with the natural charge from an NBO analysis.
Element x y z (Å)
C (0.016, -0.059, -2.647)  -0.404
N (-0.677, -0.848, -1.653)  -0.656
C (-0.027, -0.917, -0.355)  -0.066
C (-0.826, -0.220, 0.776)  -0.414
C (-0.225, 1.111, 1.204)  -0.220
N (1.154, 1.102, 1.738)  -0.853
C (0.204, -2.396, 0.039)  -0.217
N (0.666, -3.283, -1.020)  -0.823
H (0.113, 1.001, -2.384)  0.172
H (-0.454, -0.135, -3.622)  0.203
H (1.024, -0.427, -2.822)  0.185
H (-1.660, -0.630, -1.645)  0.368
H (0.935, -0.394, -0.409)  0.169
H (-1.821, 0.010, 0.397)  0.183
H (-0.879, -0.865, 1.645)  0.205
H (-0.241, 1.835, 0.386)  0.195
H (-0.795, 1.597, 2.008)  0.196
H (1.199, 0.677, 2.657)  0.354
H (1.779, 0.598, 1.111)  0.356
H (-0.773, -2.736, 0.391)  0.176
H (0.885, -2.513, 0.880)  0.188
H (0.085, -3.129, -1.838)  0.367
H (1.602, -2.987, -1.277)  0.341
H (-3.748, 1.927, -1.804)  0.473
H (-2.861, 1.371, -0.689)  0.464
O (-2.840, 1.917, -1.486)  -0.935
H (1.982, 2.590, 3.255)  0.483
H (3.506, 2.668, 3.508)  0.464
O (2.678, 3.134, 3.655)  -0.954

***

Here is one molecule with the formula C2H4N2OS in a non-equilibrium geometry from the OMol25 dataset. Energies are from ωB97M-V/def2-TZVPD.

Summary:
- Charge: 0
- ΔE to the lowest compared entry with this formula, charge and spin: 386.9 kJ/mol
- HOMO: -9.0 eV
- Electronic energy: -661.4382 Eh
- Frontier orbital gap: 8.68 eV

Each line ends with the natural charge from an NBO analysis.
Element x y z (Å)
C (-1.577, -0.445, -0.158)  0.523
C (2.188, -0.213, 0.170)  -0.106
H (-2.388, 1.337, 0.211)  0.439
H (-0.572, 1.258, -0.602)  0.454
H (2.601, 0.940, 0.256)  0.193
H (2.963, -1.016, 0.824)  0.224
N (-1.463, 0.896, -0.090)  -0.863
N (0.929, -0.177, -0.515)  -0.637
O (-2.642, -1.078, 0.108)  -0.634
S (-0.039, -1.501, -0.203)  0.406